No. 1
C25H30Cl36N2OS as an isolated structure at a distorted geometry. Source: the OMol25 dataset; level of theory: ωB97M-V with the def2-TZVPD basis set.

Structure (XYZ):
```
95
C25H30Cl36N2OS ωB97M-V with the def2-TZVPD basis set
C 3.77 -2.67 2.15
C 2.74 -1.56 1.85
C 2.42 -0.83 3.18
C 1.50 -2.25 1.26
C 0.60 -1.33 0.45
C -0.79 -1.33 0.75
C -1.70 -0.54 0.13
C -3.18 -0.46 0.42
C -3.86 -1.79 0.78
C -3.51 -2.39 2.16
O -4.62 -2.45 3.09
C -1.18 0.32 -0.88
N -1.90 1.19 -1.60
S -0.86 1.90 -2.61
N 0.51 1.18 -2.18
C 0.20 0.32 -1.20
C 1.11 -0.52 -0.51
H 4.68 -2.22 2.55
H 4.06 -3.15 1.21
H 3.38 -3.39 2.86
H 3.22 -0.89 1.14
H 2.69 0.23 3.10
H 1.36 -0.92 3.41
H 3.00 -1.25 4.00
H 1.83 -3.10 0.67
H 0.93 -2.62 2.11
H -1.11 -2.01 1.53
H -3.39 0.33 1.15
H -3.64 -0.10 -0.50
H -4.93 -1.60 0.80
H -3.71 -2.52 -0.02
H -3.15 -3.41 2.02
H -2.75 -1.78 2.64
H -4.54 -1.62 3.57
H 2.16 -0.49 -0.79
C -6.43 1.47 1.60
Cl -7.24 0.33 0.53
Cl -7.59 2.50 2.41
Cl -5.41 0.62 2.77
H -5.78 2.09 0.99
C -5.80 3.83 5.41
Cl -7.14 4.98 5.38
Cl -4.27 4.63 5.02
Cl -5.70 3.02 6.98
H -5.99 3.08 4.66
C 4.79 -0.45 -2.79
Cl 3.39 0.64 -2.74
Cl 6.25 0.41 -3.28
Cl 5.04 -1.22 -1.22
H 4.59 -1.22 -3.53
C 5.60 4.83 -3.28
Cl 4.60 3.42 -2.95
Cl 4.85 6.30 -2.65
Cl 7.22 4.61 -2.59
H 5.70 4.94 -4.35
C -4.14 -6.93 3.08
Cl -4.52 -5.22 3.21
Cl -5.39 -7.78 2.15
Cl -2.55 -7.18 2.35
H -4.12 -7.35 4.07
C 7.43 0.86 1.76
Cl 6.50 0.60 3.24
Cl 7.53 -0.62 0.82
Cl 6.72 2.15 0.79
H 8.43 1.15 2.04
C 10.11 -1.08 -2.85
Cl 9.19 -2.58 -2.69
Cl 10.10 -0.50 -4.52
Cl 9.47 0.14 -1.75
H 11.13 -1.28 -2.57
C 6.77 7.42 -6.48
Cl 7.17 7.90 -4.83
Cl 6.12 5.78 -6.52
Cl 5.63 8.56 -7.20
H 7.68 7.44 -7.06
C -6.59 -5.60 7.04
Cl -5.78 -4.06 6.75
Cl -6.17 -6.77 5.78
Cl -6.20 -6.23 8.64
H -7.66 -5.44 6.99
C -8.24 4.79 -0.96
Cl -9.32 3.42 -0.70
Cl -8.97 6.28 -0.39
Cl -6.67 4.52 -0.18
H -8.07 4.88 -2.03
C -7.80 1.44 -3.85
Cl -9.39 0.74 -3.54
Cl -7.95 3.13 -4.35
Cl -6.76 1.30 -2.44
H -7.34 0.90 -4.67
C 6.37 -2.04 -6.92
Cl 4.85 -2.76 -6.37
Cl 6.10 -0.38 -7.48
Cl 7.58 -2.07 -5.64
H 6.74 -2.62 -7.75
```

Computed properties:
Orbital gap, eV: 8.35
LUMO, eV: -0.32

Mulliken charges in e: -1.770 1.262 -1.402 -1.510 -0.213 -0.084 0.627 -0.300 -0.591 -0.696 -0.482 0.920 -0.637 0.084 -0.438 0.595 -0.325 0.347 0.383 0.453 0.122 0.308 0.316 0.351 0.440 0.346 0.046 0.028 0.428 0.274 0.426 0.301 0.470 0.224 -0.322 0.255 -0.119 -0.095 -0.186 0.105 0.710 -0.131 -0.130 -0.135 -0.323 0.128 -0.087 -0.012 -0.063 0.125 0.678 -0.068 -0.123 -0.111 -0.424 -0.034 0.077 -0.122 -0.145 0.275 -0.076 -0.126 -0.082 -0.085 0.361 -0.070 -0.121 -0.112 -0.063 0.357 0.051 -0.097 -0.148 -0.120 0.298 0.027 -0.099 -0.096 -0.128 0.302 0.177 -0.081 -0.132 -0.090 0.135 -0.125 -0.111 -0.126 0.010 0.364 -0.125 -0.132 -0.113 -0.014 0.366

---

No. 2
One molecule with the formula C25H30FN3O. Source: the OMol25 dataset; level of theory: ωB97M-V with the def2-TZVPD basis set.

Structure (XYZ):
```
60
C25H30FN3O ωB97M-V with the def2-TZVPD basis set
C 0.58 -3.60 5.79
N 0.36 -3.37 4.39
C -0.50 -2.50 3.82
C -0.36 -2.62 2.46
C -1.14 -1.91 1.41
N -1.13 -0.47 1.66
C -2.20 0.27 1.03
C -2.00 0.49 -0.48
C -0.67 1.20 -0.73
C -0.36 1.40 -2.22
O 0.92 1.97 -2.41
C -1.44 2.18 -3.00
C -1.85 3.53 -2.39
C -0.71 4.51 -2.33
C -0.19 4.94 -1.11
C 0.87 5.83 -1.06
C 1.42 6.31 -2.24
C 0.91 5.90 -3.45
C -0.15 5.02 -3.50
C 0.45 0.37 -0.08
C 0.15 0.15 1.41
C 0.63 -3.62 2.30
C 1.18 -4.16 1.05
C 1.77 -3.33 0.10
C 2.27 -3.84 -1.08
C 2.21 -5.20 -1.33
C 1.64 -6.05 -0.40
C 1.13 -5.52 0.78
F 0.55 -6.36 1.66
N 1.04 -4.05 3.49
H 1.33 -4.38 5.88
H 0.95 -2.69 6.28
H -0.34 -3.92 6.28
H -1.14 -1.87 4.40
H -0.76 -2.18 0.41
H -2.19 -2.24 1.46
H -3.14 -0.25 1.21
H -2.25 1.25 1.52
H -2.00 -0.47 -1.00
H -2.84 1.08 -0.86
H -0.69 2.18 -0.24
H -0.28 0.40 -2.69
H 0.90 2.87 -2.07
H -1.05 2.34 -4.00
H -2.33 1.55 -3.08
H -2.27 3.38 -1.40
H -2.64 3.95 -3.03
H -0.63 4.58 -0.19
H 1.25 6.15 -0.11
H 2.25 7.01 -2.20
H 1.33 6.29 -4.37
H -0.55 4.71 -4.46
H 0.52 -0.59 -0.59
H 1.40 0.88 -0.19
H 0.93 -0.47 1.87
H 0.15 1.12 1.93
H 1.84 -2.27 0.31
H 2.72 -3.18 -1.80
H 2.60 -5.60 -2.25
H 1.57 -7.11 -0.57
```

Computed properties:
Orbital gap, eV: 8.96
Structure (SMILES): Cn1cc(CN2CCC([C@H](O)CCc3ccccc3)CC2)c(-c2ccccc2F)n1
LUMO, eV: 0.76

Mulliken charges in e: -0.919 0.726 -1.296 0.687 -0.500 0.119 -1.469 -0.632 1.180 -0.512 -0.652 -1.186 -1.057 -0.067 0.253 -0.787 -0.386 -0.788 0.039 -0.895 -1.068 0.289 -0.273 -0.146 -0.747 -0.362 -0.655 0.445 -0.317 -0.956 0.316 0.308 0.318 0.560 0.311 0.523 0.482 0.488 0.256 0.550 -0.229 0.674 0.347 0.534 0.473 0.385 0.469 0.324 0.396 0.390 0.383 0.385 0.195 0.435 0.541 0.400 0.452 0.432 0.379 0.457

---

No. 3
C25H30FeI2N3OS3 as an isolated structure. Source: the OMol25 dataset; level of theory: ωB97M-V with the def2-TZVPD basis set.

Structure (XYZ):
```
65
C25H30FeI2N3OS3 ωB97M-V with the def2-TZVPD basis set
Fe -0.08 1.20 -0.47
I 4.13 1.77 5.54
C 2.64 1.65 4.09
C 1.73 2.69 3.96
C 0.74 2.62 2.99
I -0.61 4.18 2.72
C 0.65 1.50 2.17
O -0.34 1.37 1.27
C 1.58 0.47 2.29
C 1.46 -0.66 1.32
N 1.47 -0.09 -0.08
C 2.80 0.53 -0.35
C 2.67 1.92 -0.88
C 3.78 2.61 -1.33
C 3.67 3.95 -1.66
C 2.44 4.56 -1.50
C 1.37 3.81 -1.07
N 1.46 2.50 -0.79
C 2.58 0.55 3.26
H 1.79 3.56 4.61
H 0.53 -1.21 1.44
H 2.29 -1.36 1.42
H 1.36 -0.84 -0.75
H 3.41 -0.10 -0.99
H 3.32 0.63 0.61
H 4.73 2.09 -1.40
H 4.53 4.51 -2.01
H 2.30 5.62 -1.69
H 0.41 4.28 -0.92
H 3.30 -0.26 3.36
C -1.97 -1.26 -1.89
C -1.56 -0.46 -3.11
S -0.07 0.55 -2.80
C -0.58 2.15 -3.49
C -1.81 2.75 -2.82
S -1.63 2.86 -1.01
C -3.17 2.23 -0.31
C -3.46 0.80 -0.70
S -2.04 -0.29 -0.37
H -1.25 -2.06 -1.68
H -2.93 -1.75 -2.04
H -2.35 0.20 -3.46
H -1.32 -1.14 -3.93
H -0.74 2.04 -4.56
H 0.29 2.80 -3.35
H -2.72 2.20 -3.05
H -1.95 3.77 -3.18
H -3.99 2.89 -0.59
H -3.00 2.33 0.76
H -3.72 0.70 -1.75
H -4.30 0.41 -0.12
N -0.45 -3.36 0.62
C -0.95 -4.61 1.04
C -0.21 -5.77 0.81
C -0.69 -6.99 1.24
C -1.90 -7.08 1.92
C -2.62 -5.92 2.16
C -2.16 -4.69 1.72
H -1.08 -2.58 0.72
H 0.19 -3.36 -0.15
H 0.74 -5.71 0.29
H -0.11 -7.89 1.06
H -2.27 -8.04 2.26
H -3.57 -5.97 2.69
H -2.73 -3.79 1.91
```

Computed properties:
Orbital gap (spin up / spin down), eV: 5.44 / 5.16
Charge: +2
Multiplicity: 2
LUMO (spin up / spin down), eV: -6.67 / -6.95

Mulliken charges in e: 0.413 0.177 -0.432 -0.173 -0.328 0.070 -0.206 -0.496 0.637 -0.860 -0.184 -1.060 0.629 -0.956 -0.539 -0.970 -0.474 1.068 -0.552 0.422 0.408 0.378 0.380 0.556 0.391 0.548 0.452 0.517 0.567 0.480 -0.686 -0.774 0.015 -0.690 -0.887 -0.040 -0.711 -0.965 0.147 0.373 0.530 0.365 0.603 0.585 0.385 0.448 0.588 0.584 0.407 0.357 0.551 -0.105 0.872 -0.478 -0.487 -0.596 -0.551 -0.430 -0.205 0.156 0.316 0.381 0.393 0.368 0.320

---

No. 4
One molecule with the formula C25H30N4O4S at a distorted geometry. Source: the OMol25 dataset; level of theory: ωB97M-V with the def2-TZVPD basis set.

Structure (XYZ):
```
64
C25H30N4O4S ωB97M-V with the def2-TZVPD basis set
C -1.53 -2.90 2.75
C -0.26 -2.89 2.39
C 0.25 -2.21 1.16
N 1.29 -1.27 1.48
C 2.64 -1.45 1.40
S 3.35 -2.95 0.90
C 5.06 -2.38 0.59
C 5.15 -1.37 -0.55
O 4.72 -1.90 -1.78
C 3.37 -1.93 -2.05
C 2.48 -0.91 -1.75
C 1.14 -1.01 -2.11
C 0.67 -2.13 -2.78
O -0.61 -2.34 -3.17
C -1.55 -1.30 -2.99
C 1.57 -3.16 -3.09
C 2.90 -3.06 -2.73
N 3.28 -0.36 1.74
N 2.36 0.56 2.06
C 1.18 0.02 1.93
C -0.11 0.73 2.19
C -0.03 1.55 3.47
N -0.42 1.60 1.07
C -1.16 1.20 0.02
O -1.65 0.09 -0.05
C -1.40 2.27 -1.03
C -2.66 3.00 -0.63
C -3.90 2.45 -0.91
C -5.07 3.08 -0.52
C -5.01 4.29 0.16
O -6.09 4.99 0.59
C -7.37 4.49 0.32
C -3.76 4.84 0.45
C -2.60 4.20 0.06
H -1.87 -3.40 3.64
H -2.28 -2.41 2.15
H 0.50 -3.39 2.99
H 0.69 -2.95 0.48
H -0.55 -1.68 0.65
H 5.42 -1.93 1.51
H 5.61 -3.29 0.35
H 4.62 -0.46 -0.27
H 6.21 -1.12 -0.70
H 2.81 -0.02 -1.25
H 0.48 -0.20 -1.85
H -2.49 -1.68 -3.39
H -1.68 -1.05 -1.93
H -1.25 -0.40 -3.55
H 1.20 -4.02 -3.61
H 3.60 -3.84 -2.97
H -0.92 -0.01 2.25
H 0.10 0.88 4.32
H 0.83 2.21 3.42
H -0.94 2.13 3.61
H 0.03 2.50 1.06
H -0.55 2.95 -1.09
H -1.54 1.78 -2.00
H -3.95 1.50 -1.43
H -6.01 2.61 -0.76
H -8.07 5.21 0.74
H -7.53 3.52 0.80
H -7.55 4.40 -0.75
H -3.73 5.78 0.98
H -1.65 4.66 0.29
```

Computed properties:
Orbital gap, eV: 8.29
Structure (SMILES): C=CCn1c(SCCOc2ccc(OC)cc2)nnc1[C@@H](C)NC(=O)Cc1ccc(OC)cc1
LUMO, eV: 0.64

Mulliken charges in e: -0.830 -0.282 -0.283 0.779 0.225 -0.199 -0.694 -0.578 -0.524 -0.097 -0.223 0.348 0.400 -0.460 -0.531 -0.645 -0.549 -0.438 -0.776 0.403 0.322 -1.765 0.063 0.320 -0.789 -0.867 0.221 -0.507 -0.585 0.873 -0.459 -0.828 -0.646 -0.449 0.282 0.266 0.337 0.668 -0.240 0.417 0.455 0.313 0.375 0.362 0.106 0.336 0.114 0.303 0.435 0.449 0.230 0.376 0.394 0.455 0.353 0.696 0.163 0.356 0.389 0.239 0.333 0.335 0.427 0.325

---

Number 1: energy -493080.79365 eV. Number 2: energy -35647.27590 eV. Number 3: energy -116011.20708 eV. Number 4: energy -51396.69049 eV.